# 1
{"formula": "H22O11", "method": "ωB97M-V/def2-TZVPD", "charge": 0, "energy_ha": -840.7303, "lumo_ev": -0.3, "molar_mass_g_mol": 198.2, "max_force_ev_per_a": 4.67, "homo_lumo_gap_ev": 10.36, "homo_ha": -0.3928, "smiles": "O.O.O.O.O.O.O.O.O.O.O", "relative_energy_kj_mol": 393.5, "species": ["O", "H", "H", "O", "H", "H", "O", "H", "H", "O", "H", "H", "O", "H", "H", "O", "H", "H", "O", "H", "H", "O", "H", "H", "O", "H", "H", "O", "H", "H", "O", "H", "H"], "positions_angstrom": [[-0.02879, 0.52357, -0.58373], [-0.59373, 0.21298, 0.18931], [-0.46414, 0.09889, -1.32195], [2.56697, 2.59718, 2.21562], [2.80742, 1.98602, 2.89874], [1.68487, 2.90534, 2.66599], [-3.66850, -0.06071, 0.15664], [-4.21972, -0.78178, 0.28188], [-3.69401, 0.42409, 1.00629], [2.94185, -2.85573, 1.47129], [2.78149, -2.21522, 2.08406], [2.10617, -3.12717, 1.07233], [3.71018, -0.29084, -1.43745], [4.11685, -0.14086, -2.24914], [2.77247, -0.07967, -1.40781], [-4.93381, 0.56279, -2.31916], [-5.39562, 0.63026, -1.55769], [-4.29374, -0.11684, -2.04345], [2.92686, 2.37888, -2.35971], [3.68655, 2.85454, -2.30207], [2.45820, 2.37394, -1.54560], [-1.19011, -2.38185, 1.59914], [-1.62250, -1.75457, 2.17401], [-1.41698, -2.31499, 0.62120], [0.29070, 0.15830, 3.22299], [0.22160, 0.75964, 4.05606], [1.21856, 0.32542, 3.01534], [-0.78020, 3.19369, -1.43180], [0.05063, 2.82354, -1.77704], [-1.03828, 3.70813, -2.18592], [-1.35996, -4.21457, -1.41959], [-0.59612, -4.75667, -1.84923], [-1.04515, -3.42570, -0.93953]], "forces_ev_per_a": [[-0.8, -0.9, 1.7], [1.2, 0.8, -1.3], [-0.2, 0.0, -0.4], [-3.2, 1.2, 1.3], [1.0, -0.7, 0.4], [2.2, -0.4, -1.8], [1.7, 2.4, 0.5], [-1.7, -2.3, 0.5], [0.1, -0.3, -0.8], [0.8, -3.0, -2.8], [-1.0, 2.7, 2.5], [0.1, 0.3, 0.3], [-0.6, -1.0, 3.0], [0.3, 0.7, -2.2], [0.3, 0.2, -0.6], [2.6, -1.2, -3.5], [-2.6, 0.8, 3.8], [0.0, 0.5, -0.6], [-3.2, -2.2, -1.9], [3.3, 2.2, 0.7], [-0.1, 0.2, 1.2], [0.5, -1.0, -2.0], [-0.4, 0.5, -0.5], [-0.2, 0.6, 2.6], [0.1, 2.0, 2.5], [-0.2, -1.7, -2.0], [0.0, -0.3, -0.5], [0.8, -0.4, -0.1], [-0.3, -0.2, 0.6], [-0.6, 0.7, -0.5], [1.4, -1.1, -0.9], [-1.8, 2.0, 1.5], [0.5, -1.0, -0.7]], "mulliken_charge": [-0.53, 0.22, 0.31, -0.60, 0.27, 0.33, -0.62, 0.32, 0.29, -0.60, 0.28, 0.31, -0.60, 0.29, 0.31, -0.59, 0.29, 0.31, -0.59, 0.28, 0.31, -0.53, 0.27, 0.24, -0.58, 0.32, 0.28, -0.59, 0.29, 0.30, -0.62, 0.34, 0.30]}

---

# 2
{"formula": "C3H7NS2", "method": "ωB97M-V/def2-TZVPD", "charge": 0, "energy_ha": -969.4276, "lumo_ev": 0.0, "molar_mass_g_mol": 121.2, "max_force_ev_per_a": 9.59, "homo_lumo_gap_ev": 8.67, "homo_ha": -0.3187, "relative_energy_kj_mol": 550.5, "species": ["C", "C", "C", "H", "H", "H", "H", "H", "H", "H", "N", "S", "S"], "positions_angstrom": [[-0.81366, 0.10531, 0.97248], [0.48183, -0.40414, 0.48120], [0.57433, -0.31511, -1.03016], [-1.58164, -1.26102, 2.86884], [-1.03628, 1.19498, 0.71121], [-1.65775, -0.47461, 0.49314], [1.32498, -0.10610, 1.13459], [0.12481, -1.65521, 0.86327], [0.50665, -1.57801, -1.48061], [1.65318, 2.17827, -2.93244], [0.72958, 1.01324, -1.61676], [-0.88782, 0.19274, 2.81389], [0.58180, 1.10967, -3.27864]], "forces_ev_per_a": [[-2.3, 3.0, 0.0], [-0.9, -4.2, 1.1], [1.0, 2.3, -2.3], [1.7, 3.3, 0.3], [0.6, -1.3, 0.0], [0.8, 0.7, 0.9], [-0.3, 0.0, -0.8], [2.3, 3.1, -1.5], [0.1, 4.5, 0.3], [-2.2, -1.8, -2.1], [-1.7, -8.4, 4.4], [-2.1, -4.1, -0.6], [3.1, 2.8, 0.5]], "mulliken_charge": [-0.83, -0.29, -0.04, 0.15, 0.32, 0.36, 0.35, 0.19, 0.28, 0.20, -0.33, -0.19, -0.17]}

---

# 3
{"formula": "CH5BO", "method": "ωB97M-V/def2-TZVPD", "charge": 0, "energy_ha": -140.9968, "lumo_ev": [0.5, 0.5], "molar_mass_g_mol": 43.9, "max_force_ev_per_a": 5.91, "homo_lumo_gap_ev": [7.08, 7.82], "homo_ha": [-0.2431, -0.2706], "relative_energy_kj_mol": 609.6, "species": ["B", "C", "O", "H", "H", "H", "H", "H"], "positions_angstrom": [[1.41201, -0.46741, -0.20916], [-0.65230, -1.43742, -1.11202], [0.43164, -0.90352, -0.74799], [-0.96419, 1.09591, 1.24366], [1.84432, 0.58877, 0.21797], [-1.38855, 1.18834, 0.58441], [-1.52725, -1.56389, -0.38917], [-0.91938, -1.63264, -2.10971]], "forces_ev_per_a": [[4.7, 2.2, 2.8], [-5.1, -1.7, 1.0], [-1.6, -0.2, -1.3], [-0.8, 0.2, -1.2], [-0.5, -0.6, -0.5], [0.8, -0.2, 1.2], [1.9, 0.3, -0.6], [0.6, 0.1, -1.2]], "mulliken_charge": [-0.22, -0.38, 0.14, 0.00, 0.00, 0.00, 0.22, 0.24]}

---

# 4
{"formula": "C4H10O", "method": "ωB97M-V/def2-TZVPD", "charge": 0, "energy_ha": -233.4054, "lumo_ev": [0.3, 1.0], "molar_mass_g_mol": 74.1, "max_force_ev_per_a": 2.31, "homo_lumo_gap_ev": [7.31, 8.89], "homo_ha": [-0.2587, -0.2907], "relative_energy_kj_mol": 629.0, "species": ["C", "C", "C", "O", "C", "H", "H", "H", "H", "H", "H", "H", "H", "H", "H"], "positions_angstrom": [[-1.80641, 0.16652, 0.86458], [-1.04148, -0.39396, -0.30551], [0.33279, -0.02983, 0.03641], [1.33240, -0.69646, -0.54520], [2.60302, -0.06546, -0.55062], [-1.89945, 1.24781, 0.95694], [-2.92174, 0.44648, -0.37423], [-2.58035, -0.43569, 1.33705], [-1.40742, 0.01889, -1.28428], [-1.17295, -1.47791, -0.34621], [-0.77271, -0.03739, 1.59085], [0.54232, 1.01167, 0.29964], [3.28682, -0.75493, -1.04591], [2.56099, 0.87827, -1.10680], [2.94417, 0.12199, 0.47328]], "forces_ev_per_a": [[1.5, -0.4, 1.7], [-0.3, 0.0, -0.8], [0.6, 0.4, -0.1], [0.3, -0.3, -0.4], [0.1, 0.0, 0.0], [-0.1, -0.1, -0.1], [-0.6, 0.2, -0.2], [0.0, 0.2, -0.2], [0.3, -0.3, 0.3], [0.1, 0.1, 0.0], [-1.7, 0.4, -0.3], [0.0, -0.2, 0.0], [0.0, 0.1, 0.1], [0.0, -0.1, 0.1], [0.0, 0.0, -0.1]], "mulliken_charge": [-1.44, 0.17, -0.67, -0.34, -0.71, 0.30, 0.17, 0.36, 0.32, 0.16, 0.42, 0.36, 0.24, 0.33, 0.32]}